[1]
Computed, not measured: C2H3NS3 in the gas phase, with wB97M-V/def2-TZVPD.

```
! RIJCOSX wB97M-V def2-TZVPD def2/J DEFGRID3
* xyz 0 1
C -0.8536 -0.2097 -1.0251
C 1.2246 -1.5354 0.2450
H -1.4117 2.0850 0.6489
H -0.9166 -1.0725 -1.5790
H 1.0022 -2.3227 -0.4148
N -1.7942 0.6305 -1.2618
S -2.0023 2.1053 -0.6122
S 0.1979 -0.0673 0.3248
S 2.5331 -1.5775 1.2160
*
```

calculated total energy	-36116.42108	eV
SMILES	S=CS/C=N\S
lowest unoccupied orbital energy	-0.932	eV
gap between HOMO and LUMO	0.290	Ha

[2]
Computed, not measured: C2H3NS3 in the gas phase, with wB97M-V/def2-TZVPD.

```
! RIJCOSX wB97M-V def2-TZVPD def2/J DEFGRID3
* xyz 0 1
C 1.3233 0.9563 0.1633
C -1.6151 -0.8006 -0.7075
H 1.3089 1.6550 1.2102
H 0.3558 -0.4265 1.4230
H -2.2867 -1.6240 -1.1103
N 0.7817 -0.2926 0.5088
S 2.0099 1.5758 -1.1600
S 0.1045 -1.3579 -0.6647
S -1.9823 0.3144 0.3371
*
```

calculated total energy	-36116.27848	eV
SMILES	S=CNSC=S
lowest unoccupied orbital energy	-0.722	eV
gap between HOMO and LUMO	0.297	Ha

[3]
Computed, not measured: a molecular structure, C2H3NS3, with wB97M-V/def2-TZVPD.

```
! RIJCOSX wB97M-V def2-TZVPD def2/J DEFGRID3
* xyz 0 3
C -0.1387 0.7201 -0.0013
C 0.4519 -0.8548 0.0750
N -1.4089 0.9981 -0.1323
S 1.0793 1.8055 -0.0046
S -0.4709 -2.1478 0.1237
S 2.1774 -0.6821 -0.0336
H -2.2160 0.2034 -0.1811
H -1.6985 1.9240 0.0501
H 2.2244 -1.9663 0.1042
*
```

calculated total energy	-36114.99424	eV
lowest unoccupied orbital energy (alpha / beta)	0.625 / -3.244	eV
gap between HOMO and LUMO (alpha / beta)	0.264 / 0.196	Ha

[4]
Computed, not measured: 2 unconnected molecules or ions with the total composition C2H3O2, with wB97M-V/def2-TZVPD.

```
! RIJCOSX wB97M-V def2-TZVPD def2/J DEFGRID3
* xyz 1 1
C -0.1342 -0.4556 0.2348
C 3.2850 0.0706 -0.1702
O 4.3955 0.1589 -0.0492
O -1.1716 0.0678 -0.0944
H -0.1742 -1.3622 0.7239
H 0.9603 0.0111 0.0854
H -2.0936 -0.3741 0.0896
*
```

calculated total energy	-6207.42873	eV
lowest unoccupied orbital energy	-6.827	eV
gap between HOMO and LUMO	0.388	Ha

[5]
Computed, not measured: a gas-phase ion, C2H3O2S (charge -1), with wB97M-V/def2-TZVPD.

```
! RIJCOSX wB97M-V def2-TZVPD def2/J DEFGRID3
* xyz -1 1
C -2.8540 -0.0988 0.3918
C -0.0095 0.0927 -0.2692
O -2.1317 -0.9033 1.1327
O -4.0078 0.1732 0.3120
S -1.6228 0.7651 -0.7740
H 0.5578 0.0952 -1.1734
H -0.3484 -0.9702 0.1339
H 0.3982 0.6816 0.4673
*
```

calculated total energy	-17054.30281	eV
SMILES	CSC(=O)[O-]
lowest unoccupied orbital energy	3.786	eV
gap between HOMO and LUMO	0.287	Ha

[6]
Computed, not measured: a molecular structure, C2H3O2Tl, with wB97M-V/def2-TZVPD.

```
! RIJCOSX wB97M-V def2-TZVPD def2/J DEFGRID3
* xyz 2 1
Tl 18.5682 -0.3544 -7.5663
C 15.5182 -2.1874 -5.9046
C 16.8044 -1.5754 -6.5722
O 17.4307 -2.1917 -7.4855
O 17.1966 -0.4402 -6.2082
H 15.4586 -1.8627 -4.8657
H 15.4242 -3.2689 -5.8066
H 14.6456 -1.9999 -6.5304
*
```

calculated total energy	-10885.58445	eV
lowest unoccupied orbital energy	-15.872	eV
gap between HOMO and LUMO	0.243	Ha

[7]
Computed, not measured: 2 unconnected molecules or ions with the total composition C2H3O3, with wB97M-V/def2-TZVPD.

```
! RIJCOSX wB97M-V def2-TZVPD def2/J DEFGRID3
* xyz -1 1
C -2.2326 0.2017 -2.5018
C -0.2562 0.3254 -0.1548
O -2.3990 -0.7633 -1.8546
O -2.2332 1.0670 -3.2330
O -0.6903 1.4291 -0.7317
H 0.5620 0.3897 0.7748
H 0.0160 -0.4687 -0.9059
H -1.0905 -0.2633 0.4685
*
```

calculated total energy	-8264.90361	eV
lowest unoccupied orbital energy	3.863	eV
gap between HOMO and LUMO	0.224	Ha

[8]
Computed, not measured: a gas-phase ion, C2H3O3PS (charge -2), with wB97M-V/def2-TZVPD.

```
! RIJCOSX wB97M-V def2-TZVPD def2/J DEFGRID3
* xyz -2 3
C 2.2753 0.3013 -0.4310
C -0.1234 -0.9911 0.1182
O -2.7703 -0.3960 -0.9169
O -1.8159 -0.1732 1.4488
O -1.2089 1.5413 -0.3988
P -1.6200 0.1374 -0.0705
S 1.3643 -0.5770 0.7253
H 2.7353 1.1047 0.1625
H 1.6860 0.8296 -1.2429
H -0.5225 -1.7769 0.6054
*
```

calculated total energy	-28386.18869	eV
lowest unoccupied orbital energy (alpha / beta)	5.894 / 5.802	eV
gap between HOMO and LUMO (alpha / beta)	0.156 / 0.200	Ha

[9]
Computed, not measured: a gas-phase ion, C2H3O3S (charge -1), with wB97M-V/def2-TZVPD.

```
! RIJCOSX wB97M-V def2-TZVPD def2/J DEFGRID3
* xyz -1 1
C 0.4743 -0.0992 -0.0043
C -0.7762 -0.5046 -0.0942
O -0.1800 -2.4153 1.3950
O -1.1508 -2.7962 -0.8637
O -2.6485 -1.9100 1.0798
S -1.2639 -2.1245 0.4379
H 0.7399 0.8114 -0.3773
H 1.0673 -0.6695 0.8024
H -1.4822 0.2210 -0.5454
*
```

calculated total energy	-19100.65174	eV
SMILES	C=CS(=O)(=O)[O-]
lowest unoccupied orbital energy	4.197	eV
gap between HOMO and LUMO	0.340	Ha

[10]
Computed, not measured: 2 unconnected molecules or ions with the total composition C2H3O4S, with wB97M-V/def2-TZVPD.

```
! RIJCOSX wB97M-V def2-TZVPD def2/J DEFGRID3
* xyz -1 1
C -1.0337 -0.1127 -0.3282
C -0.4490 -1.3504 0.2244
O 2.0782 0.4506 -0.4163
O -2.1937 0.2401 -0.3708
O 0.8238 1.8805 1.1635
O 0.7099 2.2886 -1.2756
S 0.9651 1.3715 -0.1829
H 0.3252 -0.9808 0.8616
H -1.0999 -1.7863 0.9143
H -0.1258 -2.0013 -0.5900
*
```

calculated total energy	-21147.76751	eV
lowest unoccupied orbital energy (alpha / beta)	3.941 / 3.940	eV
gap between HOMO and LUMO (alpha / beta)	0.272 / 0.272	Ha

[11]
Computed, not measured: C2H3O5P in the gas phase, with wB97M-V/def2-TZVPD.

```
! RIJCOSX wB97M-V def2-TZVPD def2/J DEFGRID3
* xyz 0 1
C 2.0285 -0.4417 0.3498
C -2.0510 -0.3844 0.4056
O 2.6588 -1.3546 0.7397
O -2.7216 -1.2918 0.7224
O 1.2108 -0.5361 -0.7705
O 0.0674 1.4750 0.3660
O -1.3211 -0.3619 -0.7328
P 0.0445 0.5770 -0.7689
H 2.0149 0.6033 0.8743
H -1.9021 0.6915 0.9937
H -0.0291 1.0235 -2.1794
*
```

calculated total energy	-21649.79211	eV
SMILES	O=CO[PH](=O)OC=O
lowest unoccupied orbital energy	0.649	eV
gap between HOMO and LUMO	0.434	Ha

[12]
Computed, not measured: C2H3OP in the gas phase, with wB97M-V/def2-TZVPD.

```
! RIJCOSX wB97M-V def2-TZVPD def2/J DEFGRID3
* xyz 0 1
C 0.7052 0.4823 -0.5948
C 0.7034 0.0198 0.7152
O -2.3371 0.0975 0.0561
P -0.6773 -0.5108 -0.2711
H 1.2006 1.3696 -1.0138
H 0.9297 0.3202 1.6488
H -0.5246 -1.7786 -0.5403
*
```

calculated total energy	-13454.57499	eV
SMILES	O=[PH]1C=C1
lowest unoccupied orbital energy	0.050	eV
gap between HOMO and LUMO	0.350	Ha

[13]
Computed, not measured: a molecular structure, C2H3OZn, with wB97M-V/def2-TZVPD.

```
! RIJCOSX wB97M-V def2-TZVPD def2/J DEFGRID3
* xyz 1 1
H -0.2664 0.5616 -1.3910
O -1.2469 -0.3486 0.1885
C -0.2332 0.3595 -0.2876
C 1.0552 0.2331 0.0884
H 1.7995 0.9095 -0.3348
H 1.3473 -0.3947 0.9337
Zn -2.4554 -1.3204 0.8029
*
```

calculated total energy	-52575.98128	eV
lowest unoccupied orbital energy (alpha / beta)	-8.507 / -8.889	eV
gap between HOMO and LUMO (alpha / beta)	0.191 / 0.141	Ha

[14]
Computed, not measured: 2 unconnected molecules or ions with the total composition C2H3PS, with wB97M-V/def2-TZVPD.

```
! RIJCOSX wB97M-V def2-TZVPD def2/J DEFGRID3
* xyz 0 1
C 0.1060 0.3227 0.2180
C 1.3829 -0.1279 -1.3298
P -1.1908 -0.7536 0.3190
S 2.3458 0.8308 -2.1108
H 0.1687 1.2497 0.8871
H 1.1445 -1.1602 -1.6038
H -1.7619 0.0524 1.2514
*
```

calculated total energy	-22242.24518	eV
lowest unoccupied orbital energy	-0.609	eV
gap between HOMO and LUMO	0.299	Ha

[15]
Computed, not measured: 3 unconnected molecules or ions with the total composition C2H4, with wB97M-V/def2-TZVPD.

```
! RIJCOSX wB97M-V def2-TZVPD def2/J DEFGRID3
* xyz 0 1
C -0.4249 1.0293 -0.1445
C 0.4927 1.3969 -0.9682
H -0.7471 0.3321 0.6146
H 1.0346 1.9835 0.6233
H 0.1023 -2.4042 -0.2909
H -0.4575 -2.3376 0.1657
*
```

calculated total energy	-2131.65196	eV
lowest unoccupied orbital energy	-1.026	eV
gap between HOMO and LUMO	0.353	Ha

[16]
Computed, not measured: 2 unconnected molecules or ions with the total composition C2H4, with wB97M-V/def2-TZVPD.

```
! RIJCOSX wB97M-V def2-TZVPD def2/J DEFGRID3
* xyz 0 1
C -0.0349 -0.5474 0.1772
C -0.2214 0.4927 -0.5331
H -0.4442 -1.4433 0.1956
H 1.1930 -0.7601 1.3231
H 0.3659 1.4931 -0.3411
H -1.0370 0.7188 -1.2184
*
```

calculated total energy	-2134.95304	eV
lowest unoccupied orbital energy	0.910	eV
gap between HOMO and LUMO	0.416	Ha

[17]
Computed, not measured: a molecular structure, C2H4, with wB97M-V/def2-TZVPD.

```
! RIJCOSX wB97M-V def2-TZVPD def2/J DEFGRID3
* xyz 0 1
C -1.0160 -0.3334 -0.8036
C -0.0858 -0.4855 0.0213
H -1.0490 -1.3592 0.0985
H -1.1527 -0.6494 -1.8241
H 1.5989 1.6769 1.0024
H 1.7046 1.1506 1.5056
*
```

calculated total energy	-2133.33364	eV
lowest unoccupied orbital energy	1.035	eV
gap between HOMO and LUMO	0.432	Ha

[18]
Computed, not measured: 20 unconnected molecules or ions with the total composition C2H42O21, with wB97M-V/def2-TZVPD.

```
! RIJCOSX wB97M-V def2-TZVPD def2/J DEFGRID3
* xyz -2 1
O -0.7547 1.4696 0.1104
C 0.3895 0.6796 0.0024
C 0.1083 -0.7586 0.3175
O 1.2836 -1.5301 0.0536
H 1.0627 0.9774 0.8059
H 0.7338 0.7488 -1.0265
H -0.5429 -1.1909 -0.4375
H -0.1528 -0.9674 1.3137
O -1.1816 3.8786 0.8254
H -0.8634 4.3300 0.0016
H -0.8989 2.9715 0.7892
O -1.0486 -1.7814 4.1488
H -1.9256 -2.1678 4.2451
H -0.4910 -2.4488 3.7513
O 3.3547 -3.4430 0.1787
H 2.7930 -4.1545 -0.0544
H 2.7741 -2.6798 0.2279
O 0.3113 0.1126 -4.5588
H 0.6363 -0.2556 -3.7208
H -0.4599 -0.3895 -4.7937
O -3.1371 0.3025 -0.1291
H -2.9992 -0.2777 -0.9117
H -2.2606 0.6471 0.0884
O 1.0957 3.1585 -3.3634
H 0.7855 3.3908 -4.2434
H 0.3232 2.7080 -3.0421
O -1.2813 1.0986 2.6538
H -1.1487 1.0991 1.6823
H -1.8441 1.8362 2.8683
O 3.6376 -0.0853 -0.4254
H 3.4441 0.5244 -1.0789
H 2.8496 -0.6085 -0.1690
O 1.0888 -3.0225 2.2901
H 1.9567 -3.3795 2.5322
H 1.1982 -2.3831 1.5850
O -3.4642 3.8615 -0.5351
H -3.2416 3.8753 -1.4980
H -2.6853 3.6374 -0.0353
O -1.7733 -0.8280 -2.4680
H -1.2582 -1.2702 -1.8110
H -1.3941 0.0316 -2.5948
O -1.4854 -3.4516 1.5091
H -0.5570 -3.2437 1.6234
H -1.6272 -4.1584 2.1572
O 1.7244 -1.3344 -2.7921
H 1.8046 -2.3317 -2.7986
H 1.6308 -1.0475 -1.8676
O 2.4395 3.3335 2.5092
H 3.3825 3.3134 2.4207
H 2.1531 2.9948 1.6961
O -1.1241 1.8421 -2.4947
H -1.9988 2.1056 -2.5163
H -1.0395 1.7560 -1.5254
O 1.6274 3.0924 -0.0952
H 0.8117 2.5957 0.0268
H 2.1662 2.6690 -0.7874
O -3.3714 -1.5460 1.8516
H -2.7564 -2.1638 1.4097
H -3.4484 -0.8646 1.2000
O 1.4710 -0.3158 2.9673
H 1.4687 -0.2365 2.0158
H 2.0649 -1.0502 3.0478
O 0.0812 -3.4573 -1.2511
H 0.4387 -2.6892 -0.7133
H -0.8762 -3.5285 -1.1676
*
```

calculated total energy	-45755.09538	eV
lowest unoccupied orbital energy	4.660	eV
gap between HOMO and LUMO	0.302	Ha

[19]
Computed, not measured: C2H4BFO in the gas phase, with wB97M-V/def2-TZVPD.

```
! RIJCOSX wB97M-V def2-TZVPD def2/J DEFGRID3
* xyz 0 1
B 0.9606 0.0700 -0.9015
C -0.8327 0.5249 0.8785
C -0.0723 -0.5990 0.0318
O -1.7014 1.1437 0.3991
F -1.0326 -1.3864 -0.6481
H 1.5957 0.8824 -0.5004
H 0.9743 -0.0564 -1.9862
H -0.4768 0.6079 1.9768
H 0.5851 -1.1872 0.7500
*
```

calculated total energy	-7577.83547	eV
SMILES	B[C@H](F)C=O
lowest unoccupied orbital energy	-0.120	eV
gap between HOMO and LUMO	0.372	Ha

[20]
Computed, not measured: a molecular structure, C2H4BeLiO, with wB97M-V/def2-TZVPD.

```
! RIJCOSX wB97M-V def2-TZVPD def2/J DEFGRID3
* xyz 1 1
O 0.7623 0.2283 0.3454
Li 2.1855 -0.7778 0.2093
Be 0.1473 1.6021 0.1173
C -1.5769 1.1373 0.0779
C -0.8007 -0.1399 0.1645
H -2.1194 1.2728 -0.8670
H -2.2120 1.3319 0.9523
H -0.7660 -0.8575 -0.6710
H -1.2170 -0.7718 0.9672
*
```

calculated total energy	-4786.75692	eV
lowest unoccupied orbital energy	-4.578	eV
gap between HOMO and LUMO	0.345	Ha